Below is a single C4H9N3O molecule in a non-equilibrium geometry, with properties calculated with ωB97M-V/def2-TZVPD.

Output
LUMO level (alpha / beta)	1.0 / 1.0	eV
Kohn-Sham gap (alpha / beta)	7.967 / 7.965	eV
HOMO level (alpha / beta)	-6.98 / -6.98	eV
multiplicity	1
max |F|	0.0328	hartree/bohr
total energy	-10807.867	eV

Each line ends with the natural charge from an NBO analysis.
Positions of all 17 atoms, in Å:
C: 1.75 -0.92 -0.79  -0.69
C: -1.92 -0.63 0.88  -0.66
N: 0.57 1.55 -0.79  -0.15
C: 0.90 -0.38 0.31  0.48
C: -1.32 0.52 0.15  -0.07
O: -0.35 2.58 -1.15  -0.60
N: -0.05 0.61 -0.13  -0.15
N: 0.92 -0.64 1.53  -0.60
H: 0.20 3.19 -1.65  0.48
H: 1.61 -1.32 1.82  0.35
H: -1.94 1.34 -0.17  0.22
H: 1.12 -1.37 -1.56  0.24
H: 2.30 -0.10 -1.25  0.27
H: 2.45 -1.66 -0.41  0.22
H: -1.59 -1.58 0.47  0.21
H: -1.66 -0.61 1.93  0.23
H: -3.01 -0.58 0.80  0.22


Below is a single C12H9BrN4O2S molecule in a non-equilibrium geometry, with properties calculated with ωB97M-V/def2-TZVPD.

Output
LUMO level	-0.1	eV
Kohn-Sham gap	8.650	eV
SMILES	C[C@H]1SC(Nc2nnc(-c3ccc(Br)cc3)o2)=NC1=O
HOMO level	-8.72	eV
multiplicity	1
max |F|	0.1241	hartree/bohr
total energy	-103519.096	eV

Each line ends with the natural charge from an NBO analysis.
Positions of all 29 atoms, in Å:
C: -1.05 -2.14 -3.94  -0.63
C: -1.00 -2.88 -2.66  -0.39
S: 0.43 -2.61 -1.42  0.36
C: -0.70 -1.97 -0.26  0.27
N: -0.69 -1.44 1.02  -0.59
C: 0.46 -0.73 1.36  0.63
N: 1.72 -0.83 0.97  -0.37
N: 2.32 0.38 1.29  -0.26
C: 1.53 1.10 1.90  0.43
C: 1.95 2.35 2.43  -0.09
C: 3.11 3.05 2.07  -0.16
C: 3.31 4.33 2.56  -0.24
C: 2.52 4.99 3.39  -0.08
Br: 3.13 6.48 4.36  0.08
C: 1.37 4.32 3.77  -0.23
C: 1.04 3.07 3.33  -0.17
O: 0.41 0.33 2.16  -0.44
N: -2.00 -1.89 -0.43  -0.52
C: -2.20 -2.37 -1.72  0.61
O: -3.38 -2.01 -2.04  -0.56
H: -1.69 -2.64 -4.67  0.24
H: -1.41 -1.11 -3.76  0.23
H: -0.11 -2.10 -4.44  0.22
H: -1.09 -3.97 -2.97  0.26
H: -1.57 -1.06 1.38  0.46
H: 3.79 2.64 1.36  0.24
H: 4.23 4.74 2.08  0.23
H: 0.74 4.78 4.42  0.22
H: 0.21 2.56 3.78  0.22


Below is a molecular structure, C10H16AsBIrN2O4S in a non-equilibrium geometry, with properties calculated with ωB97M-V/def2-TZVPD.

Output
LUMO level (alpha / beta)	-5.9 / -5.9	eV
Kohn-Sham gap (alpha / beta)	5.367 / 5.376	eV
net charge	+1
HOMO level (alpha / beta)	-11.29 / -11.29	eV
multiplicity	1
max |F|	0.0824	hartree/bohr
total energy	-96982.907	eV

Each line ends with the natural charge from an NBO analysis.
Positions of all 36 atoms, in Å:
Ir: 0.40 -1.46 -1.64  0.80
N: 2.86 -1.94 -1.41  -0.65
N: 3.14 -1.99 -0.04  -0.51
C: 2.14 -1.91 0.92  0.87
O: 2.42 -1.84 2.09  -0.60
O: 0.94 -1.97 0.46  -0.72
H: 3.17 -2.80 -1.87  0.40
H: 3.32 -1.14 -1.85  0.40
H: 4.10 -1.87 0.28  0.41
C: -3.63 -2.12 1.71  -0.95
As: -1.82 -2.11 0.97  1.45
C: -1.16 -0.44 1.70  -0.92
C: -1.08 -3.73 1.74  -0.93
S: -1.93 -2.30 -1.17  -0.44
H: -3.53 -2.15 2.80  0.25
H: -4.21 -2.98 1.38  0.26
H: -4.17 -1.21 1.43  0.26
H: -0.89 -0.61 2.74  0.27
H: -1.97 0.29 1.64  0.25
H: -0.29 -0.10 1.15  0.26
H: -0.80 -3.54 2.78  0.26
H: -0.20 -4.05 1.18  0.26
H: -1.86 -4.50 1.69  0.25
O: -0.71 1.44 -1.78  -0.66
B: 0.43 0.63 -1.86  0.87
O: 1.55 1.46 -1.74  -0.65
C: 1.11 2.72 -1.58  0.22
C: 1.82 3.90 -1.39  -0.24
C: 1.07 5.04 -1.17  -0.20
C: -0.33 5.03 -1.20  -0.20
C: -1.04 3.87 -1.45  -0.26
C: -0.30 2.71 -1.61  0.27
H: 2.90 3.91 -1.38  0.23
H: 1.58 5.97 -0.98  0.23
H: -0.87 5.94 -1.03  0.23
H: -2.12 3.84 -1.51  0.23


Please write out number 1 again, unchanged.
Below is a single C4H9N3O molecule in a non-equilibrium geometry, with properties calculated with ωB97M-V/def2-TZVPD.

Output
LUMO level (alpha / beta)	1.0 / 1.0	eV
Kohn-Sham gap (alpha / beta)	7.967 / 7.965	eV
HOMO level (alpha / beta)	-6.98 / -6.98	eV
multiplicity	1
max |F|	0.0328	hartree/bohr
total energy	-10807.867	eV

Each line ends with the natural charge from an NBO analysis.
Positions of all 17 atoms, in Å:
C: 1.75 -0.92 -0.79  -0.69
C: -1.92 -0.63 0.88  -0.66
N: 0.57 1.55 -0.79  -0.15
C: 0.90 -0.38 0.31  0.48
C: -1.32 0.52 0.15  -0.07
O: -0.35 2.58 -1.15  -0.60
N: -0.05 0.61 -0.13  -0.15
N: 0.92 -0.64 1.53  -0.60
H: 0.20 3.19 -1.65  0.48
H: 1.61 -1.32 1.82  0.35
H: -1.94 1.34 -0.17  0.22
H: 1.12 -1.37 -1.56  0.24
H: 2.30 -0.10 -1.25  0.27
H: 2.45 -1.66 -0.41  0.22
H: -1.59 -1.58 0.47  0.21
H: -1.66 -0.61 1.93  0.23
H: -3.01 -0.58 0.80  0.22


Q: Look up the multiplicity of the second one.
A: 1


Q: Which value of total energy does entry 3 give?
A: -96982.907 eV